{
  "formula": "C20H18O5",
  "method": "ωB97M-V with the def2-TZVPD basis set",
  "symbols": ["C", "C", "O", "C", "C", "C", "C", "C", "O", "C", "C", "C", "C", "C", "C", "C", "C", "O", "C", "C", "O", "C", "O", "C", "C", "H", "H", "H", "H", "H", "H", "H", "H", "H", "H", "H", "H", "H", "H", "H", "H", "H", "H"],
  "coordinates": [[-0.1593, 5.4368, 2.3839], [0.8816, 4.4812, 1.8223], [0.2527, 3.7006, 0.8227], [0.9654, 2.7332, 0.1977], [2.3120, 2.4588, 0.4191], [2.9316, 1.4359, -0.2735], [2.2241, 0.6504, -1.1740], [2.9187, -0.4928, -1.8134], [3.9110, -0.3758, -2.4871], [2.3606, -1.8839, -1.4874], [0.9786, -1.8960, -0.9333], [-0.1082, -2.2780, -1.6364], [-1.4192, -2.1905, -1.0676], [-2.5840, -2.5481, -1.7591], [-3.8071, -2.3994, -1.1543], [-3.9095, -1.8930, 0.1393], [-2.7769, -1.5312, 0.8514], [-2.7602, -1.0317, 2.1085], [-3.9851, -0.8491, 2.7769], [-1.5172, -1.6898, 0.2343], [-0.4227, -1.3521, 0.9559], [0.8367, -1.4506, 0.4595], [1.7638, -1.1855, 1.1863], [0.8842, 0.9470, -1.4191], [0.2670, 1.9793, -0.7496], [-0.5451, 6.0729, 1.5919], [-0.9856, 4.8752, 2.8107], [0.2873, 6.0576, 3.1553], [1.7186, 5.0453, 1.3879], [1.2689, 3.8306, 2.6178], [2.8867, 3.0298, 1.1305], [3.9734, 1.2205, -0.0926], [3.0490, -2.2674, -0.7260], [2.4451, -2.5093, -2.3774], [-0.0138, -2.6319, -2.6542], [-2.5018, -2.9351, -2.7627], [-4.7086, -2.6734, -1.6804], [-4.8870, -1.7877, 0.5811], [-3.7264, -0.4428, 3.7530], [-4.5167, -1.7970, 2.9085], [-4.6295, -0.1394, 2.2482], [0.3309, 0.3911, -2.1613], [-0.7680, 2.2206, -0.9346]],
  "atomic_forces_ev_per_a": [[0.215, -0.325, -0.245], [0.091, 0.262, 0.280], [-0.151, -0.054, -0.098], [0.054, -0.238, -0.213], [-0.102, 0.277, 0.201], [-0.161, -0.199, -0.240], [0.236, 0.584, 0.013], [-0.231, -0.289, 0.029], [0.116, -0.003, 0.011], [0.264, -0.052, -0.100], [-0.439, -0.333, -0.352], [0.617, 0.092, 0.400], [-0.327, 0.200, 0.555], [0.038, 0.057, 0.109], [0.024, -0.049, -0.133], [0.096, 0.098, 0.227], [0.206, -0.008, -0.052], [0.332, -0.076, -0.235], [-0.234, 0.030, 0.114], [-0.471, -0.207, -0.451], [-0.203, 0.090, 0.267], [0.586, -0.025, 0.258], [-0.391, -0.145, -0.266], [0.144, 0.098, -0.042], [-0.058, 0.192, 0.168], [-0.041, 0.095, -0.042], [-0.085, -0.020, 0.073], [0.027, 0.074, 0.082], [-0.051, -0.128, 0.047], [0.014, 0.045, -0.129], [0.016, 0.072, 0.076], [0.107, -0.019, 0.028], [-0.004, -0.051, -0.097], [0.017, 0.023, 0.046], [0.077, -0.023, -0.105], [0.007, -0.046, -0.124], [-0.072, -0.024, -0.049], [-0.063, 0.035, 0.099], [-0.067, -0.029, -0.062], [0.021, 0.037, -0.021], [0.026, -0.037, 0.009], [-0.066, -0.021, 0.001], [-0.117, 0.042, -0.034]],
  "mulliken_charge": [-1.439, -0.273, -0.390, 0.866, -0.328, -0.935, 0.302, -0.123, -0.593, -1.318, 0.492, -0.557, 1.133, -0.951, -0.934, -0.395, 0.868, -0.346, -0.983, -0.013, -0.489, 0.687, -0.633, 0.015, -0.687, 0.329, 0.322, 0.420, 0.359, 0.375, 0.393, 0.387, 0.300, 0.432, 0.433, 0.428, 0.384, 0.417, 0.232, 0.386, 0.387, 0.574, 0.467],
  "smiles": "CCOc1ccc(C(=O)Cc2cc3cccc(OC)c3oc2=O)cc1",
  "molar_mass_g_mol": 338.4,
  "total_charge": 0
}

***

{
  "formula": "C20H18O7",
  "method": "ωB97M-V with the def2-TZVPD basis set",
  "symbols": ["C", "C", "C", "C", "C", "C", "O", "C", "O", "C", "C", "C", "C", "O", "C", "C", "C", "C", "C", "C", "C", "O", "C", "O", "O", "C", "O", "H", "H", "H", "H", "H", "H", "H", "H", "H", "H", "H", "H", "H", "H", "H", "H", "H", "H"],
  "coordinates": [[3.3878, 2.5979, 0.6656], [4.3611, 3.5013, 1.1474], [4.0174, 4.6297, 1.8406], [2.6816, 4.8984, 2.0361], [1.6516, 4.0235, 1.6121], [1.9937, 2.8666, 0.9325], [0.9903, 1.9411, 0.6438], [1.2593, 0.9331, -0.3360], [1.8562, -0.2248, 0.2446], [0.7952, -1.0224, 0.7887], [-0.4539, -0.7974, -0.0930], [-0.1226, 0.4654, -0.8504], [-0.0922, 0.0615, -2.2870], [-0.8879, -1.1406, -2.3567], [-0.6616, -1.8785, -1.1802], [-1.7857, -2.8825, -0.9122], [-1.5225, -4.0892, -0.2297], [-2.5330, -5.0723, -0.0787], [-3.7723, -4.8557, -0.7235], [-4.0464, -3.6884, -1.4199], [-3.0828, -2.6905, -1.4747], [-5.2836, -3.7675, -1.9771], [-5.8357, -4.9987, -1.5047], [-4.8311, -5.6861, -0.7740], [2.5289, 6.1480, 2.5633], [3.8728, 6.6081, 2.7843], [4.8048, 5.6133, 2.3112], [3.6394, 1.7234, 0.1320], [5.4508, 3.2413, 0.9971], [0.6007, 4.2616, 1.7547], [1.9066, 1.3520, -1.1429], [1.1019, -2.0572, 0.7894], [0.5598, -0.6773, 1.8087], [-1.3744, -0.6594, 0.4977], [-0.8595, 1.2494, -0.7028], [-0.5202, 0.8853, -2.8617], [0.9187, -0.1350, -2.6568], [0.2336, -2.4659, -1.3304], [-0.5252, -4.2723, 0.1394], [-2.3811, -6.0434, 0.3924], [-3.2726, -1.8014, -2.0378], [-6.6800, -4.7973, -0.8504], [-6.1573, -5.6202, -2.3729], [4.0404, 6.7724, 3.8309], [4.0290, 7.5510, 2.2412]],
  "atomic_forces_ev_per_a": [[-1.838, 1.804, 1.227], [1.607, -1.602, -0.766], [-1.114, -1.152, -0.630], [-1.273, -0.995, -0.928], [0.261, 1.100, 0.386], [2.121, -1.176, -0.130], [0.675, 0.657, -0.284], [-0.483, -0.051, 0.311], [-0.456, 0.620, -0.706], [-0.783, 0.668, 0.435], [0.138, -0.563, 0.730], [0.792, 0.852, 0.529], [-0.411, -0.563, -0.549], [-0.248, 0.891, -0.898], [-0.676, 0.124, 0.474], [-0.882, -0.826, -0.342], [-1.016, 0.387, -0.457], [-0.877, 0.253, -1.013], [2.047, 0.606, 0.883], [1.613, 0.039, 0.816], [0.379, -0.220, -0.081], [-0.258, 0.084, -0.049], [-0.380, -0.418, -0.778], [-0.440, -0.597, -0.022], [0.524, -0.012, 0.308], [0.149, 0.494, -0.500], [-0.149, 1.014, 0.413], [0.518, -0.782, -0.271], [-1.373, 0.445, 0.076], [0.218, 0.044, 0.135], [-0.246, -0.439, 0.696], [0.272, -0.230, 0.136], [0.309, -0.247, -0.189], [0.452, -0.274, -0.109], [0.049, 0.059, 0.134], [-0.193, -0.568, -0.504], [0.053, -0.111, 0.053], [0.644, -0.207, 0.214], [0.078, -0.113, 0.155], [0.190, 0.389, 0.040], [-0.064, 0.424, -0.242], [-0.138, 0.100, 0.120], [0.262, 0.446, 0.543], [0.021, -0.057, 0.669], [-0.074, -0.294, -0.037]],
  "mulliken_charge": [-0.551, -0.956, 0.815, 1.063, -1.137, 0.380, -0.478, -0.348, -0.429, -0.890, 0.064, 0.189, -1.006, -0.503, 0.100, -0.345, -0.411, -1.011, 0.952, 0.575, -0.810, -0.501, -0.219, -0.476, -0.475, -0.252, -0.479, 0.537, 0.288, 0.395, 0.724, 0.406, 0.243, 0.323, 0.601, 0.400, 0.372, 0.569, 0.421, 0.374, 0.501, 0.262, 0.230, 0.254, 0.240],
  "smiles": "c1cc2c(cc1O[C@H]1OC[C@H]3[C@@H]1CO[C@@H]3c1ccc3c(c1)OCO3)OCO2",
  "molar_mass_g_mol": 370.4,
  "total_charge": 0
}

***

One value per record, in order, for ΔE to the lowest compared entry with this formula, charge and spin: 0.0; 27.4 kcal per mole.
One value per record, in order, for DFT total energy: -1149.11784; -1299.53076 hartree.
One value per record, in order, for HOMO-LUMO gap: 8.5; 8.7 eV.